DFT (the ωB97M-V functional and the def2-TZVPD basis) results for a structure of composition C52H138F3N12O14Sr in a non-equilibrium geometry.

Results
Multiplicity: 2
HOMO energy (spin up / spin down), eV: -2.46 / -8.37
Kohn-Sham gap (spin up / spin down), hartree: 0.107 / 0.325

XYZ file:
```
220
Properties=species:S:1:pos:R:3:forces:R:3
Sr -8.8308 -1.5425 17.4451 -0.6 0.4 -0.1
C -11.1307 1.2890 17.2354 1.1 -2.1 0.1
O -9.8449 1.6952 17.7306 -1.4 0.1 0.6
O -10.9417 -0.0805 16.8685 -1.1 2.9 1.3
C -12.2580 1.7660 18.3755 0.2 -2.6 -2.3
F -13.5222 1.4100 17.9020 1.2 -0.2 0.9
F -12.0276 1.1856 19.5859 -0.5 0.5 -0.9
F -12.3439 3.0743 18.5128 0.5 0.6 0.5
C -9.4477 3.0698 17.6798 1.3 -1.1 -1.0
C -8.4003 3.1292 18.7777 0.2 1.3 0.5
H -8.9891 3.5321 19.6018 0.6 -0.1 0.7
H -7.8735 2.2284 19.0925 -0.9 -0.4 -0.5
H -7.5459 3.7771 18.5822 -0.3 0.6 -0.2
H -10.2013 3.8488 17.7955 -0.4 -0.4 0.4
H -9.0631 3.2076 16.6692 0.4 0.3 -0.1
H -11.3453 1.9092 16.3651 -0.5 0.3 -0.3
C -11.4868 -5.2543 15.9531 0.8 -0.4 -0.3
C -10.7803 -4.1990 16.7994 -1.8 0.7 1.9
C -9.8192 -4.8493 17.8461 0.1 0.7 -3.1
O -9.1330 -3.9554 18.7211 -1.2 -0.5 -0.7
C -8.5893 -4.7135 19.7671 0.2 0.2 1.5
N -10.2155 -3.1039 16.0374 0.7 -0.7 -0.5
H -10.7229 -6.0032 15.7443 -0.3 -0.6 -0.1
H -11.8082 -4.8864 14.9786 0.0 0.4 0.1
H -12.3727 -5.6816 16.4229 0.3 -0.2 0.2
H -11.5728 -3.7997 17.4323 -0.2 0.7 0.0
H -9.0502 -5.2296 17.1737 0.4 -1.0 0.3
H -10.4493 -5.6381 18.2570 0.5 0.0 0.8
H -7.9061 -4.0948 20.3489 0.1 0.1 -0.3
H -8.0640 -5.6232 19.4764 0.1 0.1 -0.5
H -9.3870 -4.9985 20.4531 -0.2 -0.2 0.1
H -9.6084 -3.5322 15.3532 0.6 -0.1 -0.3
H -10.9061 -2.6490 15.4576 -0.8 0.2 0.2
C -8.0528 -1.0294 14.0633 -0.5 -1.2 -0.7
C -7.6777 0.2999 14.5543 0.1 1.7 -1.5
C -8.4415 1.4248 13.8671 -0.5 0.8 -0.6
O -8.2104 2.7907 14.3307 0.6 -1.7 -0.4
C -9.0107 3.6864 13.5700 0.6 0.4 0.9
N -7.8419 0.3907 15.9509 1.1 -0.1 1.1
H -9.0191 -1.3101 14.4824 -0.4 0.0 -0.3
H -7.3503 -1.7868 14.4112 0.2 0.0 0.1
H -8.0678 -1.0671 12.9741 -0.2 -0.2 -0.1
H -6.6519 0.4895 14.2382 0.4 -0.1 0.5
H -9.5210 1.3053 13.9595 -0.4 -0.5 0.0
H -8.1709 1.3340 12.8151 -0.2 0.4 -0.4
H -8.7672 4.6677 13.9773 -0.3 0.1 0.0
H -10.0632 3.4640 13.7458 -0.2 0.1 -0.4
H -8.7294 3.7302 12.5178 -0.2 -0.4 -0.2
H -8.7502 0.7849 16.1500 -0.1 0.6 0.3
H -7.0867 1.0313 16.1493 -0.3 0.4 1.6
C -14.1530 -1.5160 13.0153 -1.1 -0.4 0.2
C -13.0080 -0.8189 13.7210 1.6 -0.8 -1.3
C -13.0372 0.6828 13.6742 -0.8 -0.1 0.1
O -13.4702 1.0950 12.3987 -0.9 -0.2 -0.7
C -12.5961 1.0193 11.2526 0.0 1.9 1.3
N -12.7991 -1.4315 14.9926 -1.0 -0.2 1.3
H -14.1847 -2.5150 13.4500 0.0 -0.2 -0.3
H -14.2307 -1.5944 11.9309 0.9 0.1 -0.1
H -15.1317 -1.0839 13.2242 0.0 0.4 0.5
H -12.0564 -1.1203 13.2831 0.1 0.2 -1.2
H -12.1124 1.1057 14.0668 0.6 0.2 -0.5
H -13.7788 1.0897 14.3617 -0.4 -0.1 0.1
H -13.1143 1.1094 10.2979 -0.6 -0.8 0.3
H -11.8674 0.2090 11.2776 0.0 0.1 0.0
H -12.2152 2.0339 11.3693 1.6 -0.3 -0.8
H -13.6649 -1.3058 15.4972 -0.2 -0.2 0.6
H -12.1159 -0.9238 15.5364 0.5 0.5 0.5
C -13.1781 10.2985 18.3826 -0.7 -0.2 2.6
C -12.1173 10.0378 17.4005 -0.8 -0.6 -0.5
C -12.1809 8.5890 16.8497 0.6 -0.1 0.3
O -12.2177 7.6488 17.9437 0.7 -0.9 -0.1
C -11.4947 6.4317 17.6116 0.6 0.6 0.4
N -12.2819 11.1040 16.4240 0.9 -0.1 -1.7
H -13.3572 9.4971 19.0994 0.0 -0.2 0.0
H -14.1377 10.5833 17.9511 0.1 0.0 -0.1
H -12.7528 11.1066 18.9777 -0.7 0.4 0.2
H -11.1639 10.1696 17.9121 0.2 -0.2 -0.3
H -11.2730 8.4242 16.2694 0.0 -0.1 -0.3
H -13.0484 8.3193 16.2474 -0.2 0.7 -0.4
H -10.4323 6.5331 17.8331 0.5 0.8 -0.6
H -11.6257 6.1434 16.5686 -0.1 0.0 0.0
H -11.6267 5.5660 18.2606 -1.5 0.2 0.2
H -12.2981 12.0112 16.8676 0.4 0.0 0.3
H -13.2000 11.0622 16.0051 -0.1 -0.4 -0.2
C -3.5718 3.8069 17.4268 -0.7 0.6 -0.8
C -4.9288 3.1671 16.8562 3.6 4.4 0.3
C -4.6746 3.1342 15.3207 -2.4 -0.7 0.6
O -4.5894 4.3631 14.6196 2.4 -0.3 0.4
C -5.5121 5.3634 14.8722 -1.7 -0.7 0.3
N -5.0585 2.0025 17.6050 -0.8 -3.0 0.3
H -3.4741 4.8429 17.1025 0.1 0.2 0.3
H -2.7045 3.2913 17.0144 -0.1 -0.3 -0.2
H -3.4782 3.6961 18.5071 -0.3 0.3 0.1
H -5.7254 3.8682 17.1052 -0.3 -0.1 -0.3
H -5.5835 2.6795 14.9268 0.0 -0.8 -0.4
H -3.7832 2.5284 15.1576 -0.1 0.2 -0.4
H -5.5132 5.7785 15.8800 0.6 0.4 0.0
H -6.4930 4.8903 14.8263 -0.6 0.1 -0.3
H -5.4553 6.1123 14.0822 0.2 0.0 0.3
H -5.2727 2.2283 18.5659 -0.5 0.3 0.1
H -4.1189 1.6541 17.7309 0.1 -0.8 -0.3
C -15.4339 -1.8852 22.0473 -0.6 0.4 -0.5
C -14.6213 -1.0604 21.0080 -2.4 -1.8 -0.5
C -15.2864 -1.1408 19.5760 0.6 -0.7 1.3
O -15.1064 -2.4667 19.0614 0.0 1.0 -0.7
C -14.4044 -2.4584 17.8211 -0.3 -0.9 0.1
N -14.6488 0.2763 21.4536 1.9 1.4 0.3
H -15.6171 -2.8920 21.6718 0.0 0.0 0.2
H -16.3795 -1.3767 22.2355 -0.5 -0.1 -0.4
H -15.0376 -1.9049 23.0625 0.8 -0.1 -0.3
H -13.7237 -1.6771 20.9640 0.9 1.1 -0.2
H -14.9008 -0.3961 18.8796 0.5 0.0 0.1
H -16.3302 -0.8529 19.7016 -0.5 -0.5 -0.1
H -13.4056 -2.0223 17.8370 0.2 0.2 0.5
H -14.9300 -1.9548 17.0097 -0.5 0.1 0.1
H -14.3115 -3.5104 17.5512 0.1 0.0 -0.2
H -15.5576 0.6642 21.6625 -0.4 -0.5 0.4
H -14.3090 0.9094 20.7437 0.5 0.1 -0.2
C -4.8338 7.2336 18.7257 2.3 0.3 -2.2
C -6.1426 7.8110 19.0656 0.4 0.5 0.4
C -7.3224 7.2313 18.2845 0.3 0.5 0.8
O -7.4161 7.6017 16.9245 0.8 0.2 -0.3
C -7.8421 8.9516 16.6256 -0.7 -1.1 0.2
N -6.2685 7.5393 20.4579 -1.7 -0.3 2.1
H -4.0665 7.7089 19.3367 0.1 -0.2 0.2
H -4.5770 7.5771 17.7237 0.1 0.1 -0.3
H -4.6032 6.1708 18.6534 -0.8 -0.2 0.6
H -5.9875 8.8803 18.9223 -0.5 0.4 -0.5
H -8.2480 7.4363 18.8224 -0.4 0.4 0.0
H -7.1679 6.1652 18.4511 -0.2 -0.3 -0.9
H -7.1321 9.7786 16.6234 0.6 -0.4 0.6
H -8.6690 9.1363 17.3113 -0.1 0.6 -0.1
H -8.2125 8.9371 15.6006 -0.2 -0.3 0.1
H -7.0043 8.0710 20.9006 -0.5 0.0 -0.1
H -5.4802 7.7702 21.0457 0.5 -0.1 -0.6
C -13.3975 3.7305 23.4511 0.9 -0.1 0.1
C -12.4437 3.2086 22.3667 0.6 -0.8 -1.0
C -11.2108 4.1402 22.2019 -1.2 -0.4 1.4
O -11.7863 5.2667 21.6574 -0.1 2.5 -2.3
C -10.8656 6.2914 21.2659 0.3 -0.3 0.7
N -12.0466 1.7999 22.5522 0.3 0.6 1.1
H -13.7165 4.7545 23.2567 0.0 -0.1 -0.2
H -12.8102 3.7571 24.3690 -0.1 0.0 0.3
H -14.2692 3.1085 23.6543 0.0 -0.2 -0.4
H -12.8830 3.2492 21.3699 -0.6 0.4 -0.1
H -10.3854 3.7664 21.5960 0.0 -0.4 0.0
H -10.8992 4.4557 23.1976 0.8 -0.5 0.3
H -11.3547 7.2385 21.0378 -0.4 -0.2 0.4
H -10.2318 6.1295 20.3940 -0.2 -0.9 -0.4
H -10.1397 6.3903 22.0729 0.0 0.5 0.3
H -11.6120 1.4622 21.7054 0.0 0.1 0.0
H -12.8883 1.2564 22.6794 -0.2 -0.3 -0.1
C -18.4965 -2.1610 13.9531 1.8 -1.1 0.7
C -18.5827 -1.0240 14.9802 1.5 -0.8 -0.4
C -17.3160 -0.0800 14.8023 -0.9 -0.5 0.3
O -17.1679 0.9431 15.7846 -0.9 1.0 -0.2
C -16.4189 2.1611 15.4772 0.1 -1.5 -0.3
N -19.8667 -0.5602 14.5981 -0.9 1.9 0.6
H -18.3531 -1.7462 12.9553 -0.4 0.0 -0.2
H -19.3570 -2.8230 14.0491 -0.2 0.4 -0.3
H -17.6445 -2.8269 14.0902 0.3 0.0 0.1
H -18.5799 -1.4057 16.0011 -0.1 0.0 0.1
H -17.4202 0.2893 13.7821 0.3 0.5 -0.2
H -16.4708 -0.7660 14.8596 0.3 0.1 -0.1
H -15.3832 1.8944 15.6879 0.2 0.5 0.0
H -16.7235 3.0303 16.0601 -0.3 -0.6 0.6
H -16.4992 2.5063 14.4465 -0.1 -0.5 -0.4
H -20.0606 0.3190 15.0558 -0.3 0.3 0.0
H -19.7766 -0.3776 13.6088 -0.6 0.3 -0.2
C -6.7315 0.4997 21.0399 -0.7 0.5 1.1
C -7.5927 -0.5262 20.2948 0.8 0.0 1.4
C -9.1366 -0.3170 20.5143 0.8 2.0 -1.6
O -9.8495 -1.2624 19.7643 -0.4 -0.9 0.0
C -10.8690 -1.9759 20.4616 0.6 0.2 -0.3
N -7.1023 -0.5456 18.9246 -1.1 1.5 -0.3
H -6.9643 1.5543 20.8929 -0.6 0.1 -0.5
H -5.6702 0.4711 20.7935 0.0 -0.7 0.2
H -6.9128 0.3829 22.1084 0.5 -0.1 0.2
H -7.3644 -1.4880 20.7542 0.0 -0.3 0.0
H -9.4684 0.6108 20.0484 0.6 0.6 -0.3
H -9.4897 -0.0819 21.5184 0.4 -1.2 0.6
H -11.4006 -2.5905 19.7352 0.1 -0.1 0.0
H -11.5808 -1.2720 20.8926 0.1 -0.1 0.3
H -10.3292 -2.5904 21.1822 -0.6 -0.2 0.4
H -6.6797 0.3596 18.7761 -0.1 0.2 -0.7
H -6.3766 -1.1814 18.6257 0.5 -1.1 0.6
C -13.3834 4.4843 14.8054 -2.0 2.0 0.9
C -13.5916 4.9961 13.3515 1.3 -0.4 -0.3
C -13.3627 6.5118 13.0322 -1.2 -0.5 0.8
O -13.7418 6.8533 11.7024 -0.2 0.7 -0.3
C -13.8083 8.3087 11.4702 1.5 -1.5 0.6
N -12.6127 4.2163 12.6171 1.0 0.0 -0.8
H -13.7857 5.2231 15.4986 0.1 0.7 0.2
H -12.3780 4.3268 15.1959 0.1 -0.3 -0.8
H -14.0916 3.7159 15.1155 0.5 -0.8 -0.7
H -14.4947 4.6286 12.8642 -1.1 0.8 1.0
H -12.3264 6.7873 13.2280 0.2 0.0 0.0
H -14.0221 7.0710 13.6960 0.0 0.2 0.4
H -14.7568 8.7774 11.7325 -0.2 -0.4 -0.2
H -13.4588 8.4749 10.4512 -0.7 0.0 -0.1
H -13.0216 8.7564 12.0774 0.0 0.2 0.3
H -12.8394 4.3821 11.6470 0.3 -0.2 -0.5
H -12.8807 3.2627 12.8141 0.2 -0.4 -0.3
C -18.1620 2.6518 19.5088 -0.3 -0.6 -0.7
C -16.8046 2.4411 20.1883 0.5 -0.7 -1.2
C -15.9341 3.6943 20.4016 -0.2 -0.2 -0.2
O -15.4784 4.1765 19.1382 0.5 0.3 -0.1
C -14.5606 5.3111 19.1785 -1.5 0.1 0.3
N -17.0782 1.7207 21.4437 0.2 1.6 0.5
H -18.3734 3.5054 18.8648 0.5 0.3 0.2
H -18.9566 2.5473 20.2477 -0.1 0.5 0.1
H -18.3309 1.7806 18.8759 0.0 -0.1 -0.2
H -16.1937 1.7616 19.5940 0.0 0.1 -0.4
H -15.0711 3.4787 21.0315 0.0 -0.2 0.2
H -16.5757 4.3913 20.9406 0.1 0.7 0.0
H -15.1510 6.1894 19.4394 0.0 0.2 0.5
H -14.1984 5.5968 18.1909 0.0 -0.9 -0.2
H -13.7322 5.2096 19.8796 0.0 -0.3 0.0
H -17.5875 2.4731 21.8847 -0.2 -0.1 1.3
H -17.8023 1.0266 21.3258 0.0 -0.3 -0.5
```
Positions in Å, forces in eV/Å.

Atomic partial charges in e from the Mulliken method, atoms 1 to 8:
1 Sr -1.205
2 C -0.764
3 O 1.801
4 O 0.537
5 C -0.166
6 F -0.199
7 F 0.676
8 F -0.087